Record 1
Formula: C9H18FN2O
Source: the Open Molecules 2025 dataset
Level of theory: wB97M-V/def2-TZVPD

Geometry as XYZ:
```
31
C9H18FN2O (wB97M-V/def2-TZVPD)
C -1.65851 0.28730 0.07581
C -4.08546 1.10081 0.22522
C 4.00248 1.62869 -0.15234
C -3.37861 -1.58051 -0.17056
C -0.98688 -2.09816 0.26854
C 2.57281 1.11253 -0.22630
C 1.58498 2.07775 0.45508
C -0.51397 0.84119 0.72137
C -2.11765 -1.08646 0.53243
N -4.75419 1.37514 1.19755
N 0.23918 1.72476 0.09841
O -1.70041 0.60548 -1.25806
F -4.22849 1.41754 -1.00923
H 4.68138 0.89098 -0.56705
H 4.11102 2.54513 -0.72304
H 4.29481 1.82364 0.87410
H -4.18951 -0.85006 -0.08729
H -3.72206 -2.50205 0.29150
H -3.20201 -1.78952 -1.22461
H -1.31815 -3.09807 0.53631
H -0.71596 -2.10194 -0.78545
H -0.10135 -1.86331 0.85182
H 2.50132 0.13468 0.25440
H 2.28659 0.99162 -1.27358
H 1.70195 2.03588 1.53939
H 1.77910 3.09664 0.11407
H -0.27374 0.56766 1.73680
H -2.29763 -1.03922 1.61031
H -4.59305 1.12578 2.15910
H -0.03763 1.93258 -0.85814
H -2.31881 0.03655 -1.73432
```

The charge is +1. As for the gap between HOMO and LUMO (alpha / beta): 6.87 / 7.88 eV. Its relative energy (zero: lowest compared OMol25 entry of this formula, charge and spin) is 70.2 kcal per mole. The HOMO energy (alpha / beta) is -12.152 / -12.353 eV. The calculation puts the largest force on an atom at 2.22 eV/A. The calculation puts the LUMO energy (alpha / beta) at -5.287 / -4.473 eV.

---

Record 2
Formula: C9H18I2InN3OP2
Source: the Open Molecules 2025 dataset
Level of theory: wB97M-V/def2-TZVPD

Geometry as XYZ:
```
36
C9H18I2InN3OP2 (wB97M-V/def2-TZVPD)
I 0.29347 -0.67667 -5.06094
I -0.32322 1.86402 -4.35138
In 0.00564 -0.37378 -0.06514
P -2.46546 -0.19912 -0.07895
C -3.32572 1.34646 0.34488
C -3.01136 -0.72197 -1.72584
H -4.10451 -0.88960 -1.67852
H -4.10830 -1.59269 1.02347
H -2.49201 -1.65977 -1.99315
H -2.49756 -2.41417 0.92676
H -3.04620 2.13319 -0.38037
H -2.73318 0.04645 -2.47092
C -3.01619 -1.45954 1.12667
H -4.41786 1.15662 0.30373
H -2.76157 -1.14474 2.15433
H -3.03931 1.66489 1.36509
P 2.47030 -0.11318 -0.06936
C 3.27625 1.46071 0.35905
C 3.06126 -1.35625 1.13528
H 2.55491 -1.56778 -1.99029
H 4.14111 -0.74261 -1.66611
H 2.74005 0.13810 -2.46280
C 3.04234 -0.61586 -1.71371
H 2.57512 -2.32717 0.93220
H 4.15730 -1.45229 1.03266
H 4.37437 1.30863 0.32266
H 2.97356 1.76921 1.37758
H 2.79442 -1.05099 2.16268
H 2.97395 2.23824 -0.36708
C -0.03843 2.12932 0.38806
O -0.05820 3.17183 0.85500
N 0.00318 -0.64347 2.08670
C 0.00344 -0.60650 3.26553
N 0.00114 -0.79224 4.52171
C 0.00767 0.13376 5.44470
N 0.01301 0.93895 6.29335
```

The charge is +2. As for the gap between HOMO and LUMO: 5.29 eV. Its relative energy (zero: lowest compared OMol25 entry of this formula, charge and spin) is 0.0 kcal per mole. The HOMO energy is -14.322 eV. The calculation puts the largest force on an atom at 3.86 eV/A. The calculation puts the LUMO energy at -9.029 eV.